<1>
The following is a quantum chemistry calculation of 2 unconnected molecules or ions with the total composition C4H12NO2, from OMol25.

Last column: Mulliken charge in e.
Cartesian coordinates (Å):
O  0.70833  -2.21984  1.98577  -0.45
C  0.15248  -1.26528  2.45199  0.10
C  -0.09818  -0.01877  1.59493  -0.55
N  0.09917  -0.40399  0.17954  -0.12
C  1.07707  0.45093  -0.64047  -0.52
C  0.44937  1.78860  -0.94591  -0.99
H  -0.22307  -1.25377  3.48140  0.39
H  -1.10660  0.34057  1.76230  0.37
H  0.66319  0.70741  1.87501  0.33
H  -0.79641  -0.35048  -0.31682  0.26
H  0.36450  -1.39967  0.17729  0.42
H  1.28469  -0.18460  -1.49045  0.34
H  1.98099  0.46445  -0.04494  0.44
H  0.20355  2.28523  -0.01393  0.35
H  -0.41861  1.68548  -1.58900  0.31
H  1.17727  2.39959  -1.48369  0.35
H  -2.33348  -0.39344  -2.37172  0.31
H  -1.48530  -1.63978  -2.64514  0.30
O  -1.69896  -0.99264  -1.96617  -0.64

Net charge ... +1
LUMO level ... -3.17 eV
Gap between HOMO and LUMO ... 11.697 eV
HOMO level ... -14.86 eV

***

<2>
The following is a quantum chemistry calculation of 3 unconnected molecules or ions with the total composition C4H12NO2, from OMol25.

Last column: Mulliken charge in e.
Cartesian coordinates (Å):
C  -1.04536  0.41150  2.19055  -1.20
C  -0.56341  -0.24065  0.98723  0.21
C  0.75706  -0.34153  0.79635  -0.48
N  1.31220  -1.00656  -0.34144  0.07
C  2.09651  -2.00981  -0.20984  -0.12
H  -1.91330  1.02348  1.83522  0.30
H  -1.65660  -0.19768  2.95248  0.30
H  -0.34021  0.91770  2.87602  0.35
H  -1.35271  -0.79598  0.45760  0.27
H  1.53415  0.14817  1.34391  0.38
H  0.94428  -0.83038  -1.30265  0.32
H  2.54963  -2.59821  -1.03095  0.27
H  2.63146  -2.20423  0.70826  0.29
H  -0.38775  1.64451  -1.37127  0.34
H  0.68979  1.55558  -2.58319  0.29
O  0.41318  1.23818  -1.72383  -0.61
H  -2.74978  0.43134  -1.37909  0.29
H  -2.76601  1.87538  -1.04748  0.31
O  -2.16830  1.11505  -1.02243  -0.59

Net charge ... +1
LUMO level ... -4.70 eV
Gap between HOMO and LUMO ... 8.969 eV
HOMO level ... -13.67 eV

***

<3>
The following is a quantum chemistry calculation of 2 unconnected molecules or ions with the total composition C4H12NO2, from OMol25.

Last column: Mulliken charge in e.
Cartesian coordinates (Å):
O  -1.51473  1.80550  -0.03054  -0.43
C  -0.44170  1.83434  0.50242  0.01
C  0.48303  0.61724  0.43997  0.17
N  -0.07209  -0.27643  -0.61024  -0.12
C  0.25518  0.06643  -1.99482  -0.90
C  0.42438  -0.02123  1.80867  -1.42
H  -0.07838  2.67599  1.12795  0.41
H  1.47609  0.90614  0.08714  0.30
H  0.07319  -1.29517  -0.42454  0.25
H  -1.09919  -0.32643  -0.55744  0.49
H  -0.28308  0.95141  -2.30319  0.36
H  -0.06629  -0.72639  -2.65840  0.37
H  1.30811  0.30538  -2.19900  0.36
H  -0.56390  -0.40329  2.01859  0.41
H  0.64132  0.67670  2.60133  0.41
H  1.08964  -0.86116  1.94934  0.37
H  1.27945  -3.49757  0.11452  0.29
H  -0.22072  -3.56994  -0.16088  0.30
O  0.51878  -2.93254  -0.08484  -0.62

Net charge ... +1
LUMO level ... -3.08 eV
Gap between HOMO and LUMO ... 11.457 eV
HOMO level ... -14.53 eV

***

Tell me which of them is the least stable. Sure, it is <2>.

***

<1>
The following is a quantum chemistry calculation of 2 unconnected molecules or ions with the total composition C4H12NO2, from OMol25.

Last column: Mulliken charge in e.
Cartesian coordinates (Å):
O  2.14899  -1.50676  -0.46795  -0.46
C  1.08158  -1.62212  -1.02751  0.17
C  0.02892  -0.66624  -0.58564  0.05
N  0.65021  0.15358  0.40475  -0.13
C  0.63075  -0.56799  1.70250  -0.76
C  -0.42155  0.15409  -1.83952  -1.46
H  0.72982  -2.37024  -1.85482  0.32
H  -0.88976  -1.10660  -0.19566  0.29
H  0.19122  1.08637  0.42690  0.38
H  1.70429  0.31669  0.11941  0.46
H  0.17394  0.20468  2.41595  0.38
H  -0.15997  -1.29672  1.64922  0.31
H  1.56397  -0.94405  2.12540  0.31
H  0.28933  0.67627  -2.48265  0.42
H  -0.88492  -0.45921  -2.67766  0.39
H  -1.32608  0.81053  -1.49407  0.33
H  -1.17158  2.52673  1.67754  0.33
H  -2.48376  2.61033  0.88169  0.31
O  -1.85541  2.00066  1.22212  -0.63

Net charge ... +1
LUMO level ... -3.47 eV
Gap between HOMO and LUMO ... 11.445 eV
HOMO level ... -14.92 eV

***

<2>
The following is a quantum chemistry calculation of 2 unconnected molecules or ions with the total composition C4H12NO2, from OMol25.

Last column: Mulliken charge in e.
Cartesian coordinates (Å):
C  -0.03934  -0.12821  1.51844  -1.42
C  -0.11317  0.00395  0.02065  0.17
C  -0.69860  1.33324  -0.40308  -0.67
C  -2.20931  1.38084  -0.31558  -0.16
O  -2.89642  0.43263  -0.55312  -0.42
N  1.31918  -0.11104  -0.54302  -0.24
H  0.30088  -1.10574  1.85213  0.40
H  0.56299  0.62990  2.01651  0.40
H  -1.01802  0.06933  1.96650  0.41
H  -0.57996  -0.85692  -0.42498  0.34
H  -0.23773  2.16958  0.12678  0.44
H  -0.42726  1.55523  -1.45009  0.39
H  -2.63604  2.34111  -0.06228  0.38
H  1.15948  -0.17224  -1.54445  0.37
H  1.80676  0.78587  -0.47288  0.36
H  1.82042  -0.89657  -0.11723  0.30
H  3.22580  -2.73763  -0.54602  0.32
H  3.63848  -2.66759  0.88592  0.32
O  3.14406  -2.15938  0.22759  -0.68

Net charge ... +1
LUMO level ... -3.38 eV
Gap between HOMO and LUMO ... 10.394 eV
HOMO level ... -13.77 eV

***

<3>
The following is a quantum chemistry calculation of 3 unconnected molecules or ions with the total composition C4H12NO2, from OMol25.

Last column: Mulliken charge in e.
Cartesian coordinates (Å):
C  3.19994  0.75766  1.48143  -0.97
C  1.77647  0.30624  0.92006  -0.11
C  1.75678  0.12482  -0.48602  -0.10
N  0.47559  -0.02032  -1.05319  0.10
C  0.30231  0.18937  -2.30550  -0.48
H  3.67286  1.73092  1.05586  0.31
H  3.92540  -0.09380  1.44084  0.30
H  2.98551  0.97676  2.58572  0.30
H  0.91992  0.49205  1.62013  0.32
H  2.60493  0.08550  -1.23394  0.35
H  -0.44126  -0.16476  -0.57883  0.30
H  0.41922  -0.80785  -2.80149  0.38
H  -0.33786  1.01910  -2.64331  0.31
H  -4.21352  -2.22476  0.05384  0.30
H  -4.32723  -1.53609  1.38370  0.31
O  -3.86370  -1.51258  0.54370  -0.64
H  -2.05918  1.30396  0.47136  0.31
H  -2.74977  -0.08241  0.54103  0.38
O  -1.87894  0.40948  0.43350  -0.67

Net charge ... +1
LUMO level ... -6.32 eV
Gap between HOMO and LUMO ... 6.621 eV
HOMO level ... -12.94 eV

***

Tell me which of them is the least stable. Sure, it is <3>.

***

<1>
The following is a quantum chemistry calculation of a molecular structure, C2H8NOP, from OMol25.

Last column: Mulliken charge in e.
Cartesian coordinates (Å):
C  -0.38266  0.12990  -1.80533  -0.90
C  -0.20905  -1.30020  0.87176  -1.06
N  -0.15963  1.91965  1.28351  -0.74
O  1.86365  0.10758  -0.09018  -0.65
P  0.35174  0.06945  -0.11973  0.81
H  -1.36309  0.60575  -1.84042  0.33
H  0.46518  0.53265  -2.39088  0.30
H  -0.37874  -0.91548  -2.08721  0.32
H  -0.05858  -2.15317  0.25183  0.40
H  0.58529  -1.28240  1.56752  0.33
H  -1.23851  -1.20747  0.98476  0.36
H  0.74895  2.13782  1.20114  0.26
H  -0.22454  1.35591  2.17323  0.23

Net charge ... 0
LUMO level ... 0.38 eV
Gap between HOMO and LUMO ... 9.472 eV
HOMO level ... -9.09 eV

***

<2>
The following is a quantum chemistry calculation of C2H8NOP in the gas phase, from OMol25.

Last column: Mulliken charge in e.
Cartesian coordinates (Å):
C  -0.61006  1.41471  -0.93261  -0.56
C  -0.05698  -0.67512  1.49478  -0.98
N  0.63456  0.43684  -1.14260  -0.43
O  1.73384  -1.89023  -0.31520  -0.62
P  0.54085  -1.05890  -0.27045  0.52
H  -1.16215  0.89928  -0.18162  0.18
H  -0.21443  2.32516  -0.64914  0.33
H  -0.97282  1.49060  -1.94570  0.23
H  -0.26404  -1.61364  1.98510  0.33
H  0.60358  -0.00372  2.12596  0.26
H  -1.06776  -0.31207  1.29782  0.36
H  1.44978  0.75419  -0.65946  0.28
H  -0.61437  -1.76711  -0.80691  0.08

Net charge ... 0
SMILES ... CN[P@H](C)=O
LUMO level ... 0.89 eV
Gap between HOMO and LUMO ... 10.909 eV
HOMO level ... -10.02 eV

***

Tell me which of them is the least stable. Sure, it is <1>.

***

<1>
The following is a quantum chemistry calculation of 3 unconnected molecules or ions with the total composition C6H15NO, from OMol25.

Last column: Mulliken charge in e.
Cartesian coordinates (Å):
C  -3.01621  0.75602  -0.01049  -1.04
C  -0.42124  -0.89732  -1.79437  -0.70
C  -1.09984  2.23437  -0.12130  -1.01
N  -1.59134  0.90713  0.17444  -0.02
H  -1.61165  3.02157  0.45518  0.35
H  -3.25106  0.88059  -1.06770  0.29
H  -3.60783  1.49544  0.55461  0.34
H  -3.31710  -0.24200  0.30246  0.33
H  -1.04365  -1.48908  -1.13650  0.25
H  -1.03763  -0.35225  -2.49245  0.27
H  0.27621  -1.52313  -2.34352  0.31
H  -1.24479  2.44056  -1.18410  0.34
H  -0.03737  2.28388  0.11965  0.26
C  3.58050  -1.52235  1.36206  -1.11
C  1.29795  -0.65544  0.87391  0.56
C  2.48033  -1.02671  0.46209  -0.27
O  0.39130  -0.55120  1.63484  -0.46
H  -1.30084  0.61114  1.10618  0.20
H  0.31545  -0.34514  -1.05174  -0.21
H  2.64753  -1.07619  -0.60114  0.40
H  3.92069  -2.50734  1.04320  0.30
H  3.23428  -1.59666  2.38896  0.32
H  4.43632  -0.84588  1.32572  0.30

Net charge ... 0
SMILES ... CC=C=O.CNC.C
LUMO level ... 0.49 eV
Gap between HOMO and LUMO ... 8.831 eV
HOMO level ... -8.34 eV

***

<2>
The following is a quantum chemistry calculation of 2 unconnected molecules or ions with the total composition C6H15NO, from OMol25.

Last column: Mulliken charge in e.
Cartesian coordinates (Å):
C  -0.60675  -2.16684  -2.41032  -1.23
C  -0.10619  -0.80436  -1.88756  -0.36
C  1.13646  -1.08467  -0.98733  -0.77
C  1.51389  0.13143  -0.20067  -0.52
N  0.10959  1.60280  3.00202  -0.35
C  1.10210  1.15465  2.03773  -0.36
C  0.58560  0.45234  0.98564  -0.29
H  -1.22008  -2.64767  -1.61004  0.31
H  -1.15320  -1.85345  -3.33612  0.32
H  0.14076  -2.66615  -2.80627  0.41
H  0.10561  0.02936  -2.64347  0.36
H  -0.80667  -0.23819  -1.25989  0.22
H  1.87831  -1.53240  -1.53222  0.52
H  0.75069  -1.91540  -0.15739  0.18
H  2.57882  -0.11663  0.21290  0.24
H  1.76983  1.03914  -0.77827  0.34
H  -0.73783  1.42314  2.84540  0.14
H  0.50855  1.78443  3.81608  0.15
H  2.09479  1.43992  2.35522  0.36
H  -0.34216  -0.16862  0.95424  0.31
H  -3.68145  1.58775  1.20800  0.31
H  -2.67425  2.45281  0.63484  0.32
O  -2.94643  2.09662  1.55747  -0.64

Net charge ... 0
SMILES ... CCCC/C=C/N.O
LUMO level ... 0.70 eV
Gap between HOMO and LUMO ... 8.262 eV
HOMO level ... -7.56 eV

***

Tell me which of them is the least stable. Sure, it is <2>.

***

<1>
The following is a quantum chemistry calculation of 2 unconnected molecules or ions with the total composition C11H18, from OMol25.

Last column: Mulliken charge in e.
Cartesian coordinates (Å):
C  -1.57146  1.22217  -1.37622  1.13
C  -2.20807  -0.13943  -1.62386  -1.52
C  -2.41666  2.19705  -2.18465  -1.58
C  -1.48105  1.64226  0.07368  -1.22
H  -0.55632  1.18522  -1.77762  0.08
H  -1.67661  -0.93866  -1.10206  0.30
H  -3.49077  2.04465  -2.07117  0.33
H  -2.17246  3.24496  -1.94096  0.43
H  -2.14363  2.19651  -3.25487  0.39
H  -1.97457  0.98071  0.79312  0.32
H  -0.42983  1.71084  0.38178  0.17
H  -1.99230  2.58332  0.31564  0.39
H  -2.24709  -0.48819  -2.65565  0.39
H  -3.22039  -0.16404  -1.18106  0.39
C  0.94595  -3.14827  1.16590  -1.41
C  2.45900  0.04986  -0.04776  -0.56
C  2.82286  0.64067  1.12813  -0.36
C  1.78919  -1.18774  -0.06925  -0.36
C  1.58961  -1.78716  1.16689  0.98
C  2.50332  0.09305  2.38800  -0.53
C  1.92791  -1.16630  2.37489  -0.45
H  2.12206  0.68033  -0.86340  0.26
H  3.40971  1.56129  1.14283  0.35
H  1.31646  -1.62171  -0.94705  0.32
H  2.58493  0.75755  3.23563  0.40
H  0.44484  -3.31084  0.21553  0.34
H  0.18682  -3.16617  1.95973  0.34
H  1.84000  -1.71406  3.30898  0.35
H  1.63853  -3.95789  1.44485  0.33

Net charge ... 0
SMILES ... Cc1ccccc1.CC(C)C
LUMO level ... 0.97 eV
Gap between HOMO and LUMO ... 9.924 eV
HOMO level ... -8.96 eV

***

<2>
The following is a quantum chemistry calculation of a molecular structure, C11H18, from OMol25.

Last column: Mulliken charge in e.
Cartesian coordinates (Å):
C  1.70904  1.10934  0.87404  -0.49
C  2.07959  -0.08387  1.47450  -0.36
C  2.68513  -1.20822  0.57732  -0.19
C  3.03741  -0.98162  -0.69707  -0.51
C  2.54731  0.40016  -1.18184  -0.28
C  2.23644  1.38809  -0.34683  -0.15
C  -1.64702  0.04419  -0.10364  0.62
C  -1.59459  -0.13803  1.44701  -1.39
C  -2.99296  -0.62640  -0.42611  -0.93
C  -0.60989  -0.97679  -0.69841  -0.18
C  -1.30429  1.53452  -0.43327  -1.00
H  1.27000  1.89223  1.60371  0.48
H  1.89812  -0.23764  2.50220  0.47
H  2.87565  -2.29388  0.91828  0.26
H  3.10362  -1.86289  -1.35696  0.35
H  2.92096  0.56220  -2.26767  0.26
H  1.85998  2.39285  -0.77779  0.21
H  -2.52837  0.29239  1.88291  0.22
H  -1.67862  -1.29856  1.18037  0.38
H  -0.84680  0.32594  1.85176  0.53
H  -2.81356  -1.23908  -1.61623  0.26
H  -3.34236  -1.50565  0.30281  0.29
H  -3.89250  0.28225  -0.58601  0.25
H  -1.27904  -1.13065  -1.71634  0.31
H  -0.50993  -1.92141  -0.08521  0.23
H  0.34930  -0.33274  -0.80780  -0.31
H  -0.36449  1.64737  0.36966  -0.11
H  -1.12194  1.71375  -1.57659  0.27
H  -2.04619  2.25215  -0.30677  0.52

Net charge ... 0
LUMO level ... 0.86 eV
Gap between HOMO and LUMO ... 10.031 eV
HOMO level ... -9.17 eV

***

Tell me which of them is the least stable. Sure, it is <2>.